[1]
The following is a DFT calculation (ωB97M-V/def2-TZVPD) of 10 unconnected molecules or ions with the total composition C9H36F2N19O13S2 at a distorted geometry.

Last column: Mulliken charge in e.
Positions of all 81 atoms, in Å:
N (-0.570, 1.051, -1.508)  -0.74
S (-0.815, -0.027, -2.618)  0.76
O (-2.118, -0.648, -2.593)  -0.61
O (0.332, -0.702, -3.143)  -0.70
F (-1.194, 0.998, -3.808)  -0.36
S (-0.668, 0.066, -0.162)  1.03
O (0.511, -0.735, -0.052)  -0.36
O (-1.922, -0.470, 0.219)  -0.64
F (-0.391, 1.204, 0.894)  -0.30
C (1.090, -3.180, 2.762)  0.41
O (1.442, -3.614, 3.858)  -0.75
N (0.090, -3.788, 2.050)  -0.18
N (1.692, -2.109, 2.178)  -0.21
H (-0.108, -4.736, 2.302)  0.22
H (-0.127, -3.471, 1.117)  0.06
H (2.485, -1.679, 2.616)  0.41
H (1.373, -1.692, 1.317)  0.15
C (0.436, -3.814, -1.231)  0.43
O (-0.693, -3.348, -1.153)  -0.57
N (1.464, -3.131, -1.816)  -0.12
N (0.771, -5.059, -0.758)  -0.36
H (2.383, -3.509, -1.959)  0.16
H (1.243, -2.236, -2.225)  0.05
H (0.066, -5.574, -0.269)  0.27
H (1.672, -5.439, -0.975)  0.14
C (1.717, 0.722, 5.007)  0.55
O (2.104, 1.653, 5.695)  -0.71
N (1.219, -0.443, 5.532)  -0.25
N (1.704, 0.746, 3.635)  -0.11
H (0.788, -1.067, 4.865)  0.16
H (1.439, -0.746, 6.458)  0.19
H (2.025, 1.561, 3.142)  0.13
H (1.510, -0.083, 3.100)  0.17
C (1.979, 4.422, 1.452)  0.63
O (2.772, 3.706, 2.016)  -0.62
N (2.204, 5.758, 1.214)  -0.39
N (0.671, 4.072, 1.179)  -0.22
H (3.012, 6.223, 1.575)  0.22
H (1.635, 6.239, 0.543)  0.14
H (0.432, 3.098, 1.174)  0.09
H (0.081, 4.770, 0.768)  0.16
C (4.357, -1.229, -3.797)  0.53
O (4.629, -1.210, -4.988)  -0.66
N (5.275, -1.440, -2.780)  -0.45
N (3.123, -0.787, -3.363)  -0.11
H (6.236, -1.470, -3.074)  0.27
H (5.091, -0.834, -1.996)  0.19
H (2.824, -0.899, -2.412)  0.10
H (2.443, -0.763, -4.101)  0.17
C (-4.946, -2.942, -2.272)  0.47
O (-5.619, -3.888, -1.885)  -0.67
N (-4.471, -2.888, -3.556)  -0.37
N (-4.520, -1.888, -1.488)  -0.34
H (-3.696, -2.316, -3.842)  0.24
H (-4.713, -3.677, -4.126)  0.20
H (-3.591, -1.578, -1.739)  0.45
H (-4.828, -1.913, -0.534)  0.22
C (-2.268, -1.023, 3.983)  0.56
O (-1.101, -1.382, 4.095)  -0.60
N (-2.966, -0.582, 5.071)  -0.47
N (-2.956, -1.164, 2.819)  -0.27
H (-2.528, -0.668, 5.966)  0.24
H (-3.791, -0.031, 4.928)  0.17
H (-2.548, -1.316, 1.915)  0.20
H (-3.903, -0.823, 2.846)  0.15
C (-3.311, 3.957, -1.899)  0.55
O (-3.712, 5.104, -1.750)  -0.71
N (-2.109, 3.520, -1.433)  0.02
N (-4.134, 2.974, -2.391)  -0.29
H (-1.585, 4.243, -0.972)  0.02
H (-1.672, 2.621, -1.590)  0.30
H (-3.884, 2.003, -2.447)  0.18
H (-5.041, 3.242, -2.720)  0.19
C (2.537, 3.277, -1.503)  0.56
O (3.513, 3.857, -1.080)  -0.62
N (2.247, 1.959, -1.255)  0.19
N (1.497, 3.883, -2.213)  -0.41
H (2.953, 1.358, -0.876)  0.09
H (1.363, 1.539, -1.499)  -0.02
H (1.393, 4.873, -2.095)  0.24
H (0.677, 3.314, -2.346)  0.20

Computed properties:
E (Ha): -3379.6105
Net charge: -1
Gap between HOMO and LUMO (hartree): 0.3293
HOMO level (Eh): -0.2554
ΔE to the lowest compared entry with this formula, charge and spin (kcal per mole): 25.5

[2]
The following is a DFT calculation (ωB97M-V/def2-TZVPD) of 10 unconnected molecules or ions with the total composition C9H36F6O9P at a distorted geometry.

Last column: Mulliken charge in e.
Positions of all 61 atoms, in Å:
P (-1.067, 2.039, 0.299)  1.16
F (-2.334, 0.999, -0.037)  -0.39
F (-1.660, 2.517, 1.805)  -0.39
F (-0.293, 0.798, 1.050)  -0.37
F (0.090, 3.035, 0.688)  -0.32
F (-0.454, 1.420, -1.065)  -0.34
F (-2.046, 3.161, -0.424)  -0.36
C (-4.996, 2.208, -8.383)  -0.99
C (-4.225, 1.590, -7.108)  -0.19
O (-3.891, 2.614, -6.247)  -0.51
H (-6.043, 2.402, -8.151)  0.27
H (-5.082, 1.495, -9.203)  0.32
H (-4.537, 3.147, -8.691)  0.29
H (-3.329, 1.056, -7.423)  0.23
H (-4.916, 0.948, -6.560)  0.27
H (-3.943, 2.291, -5.345)  0.32
C (-0.395, -5.752, 1.317)  -0.88
C (0.767, -6.795, 1.606)  -0.34
O (1.282, -6.485, 2.945)  -0.52
H (-0.032, -4.743, 1.121)  0.35
H (-1.131, -5.732, 2.121)  0.24
H (-0.901, -6.274, 0.505)  0.29
H (1.540, -6.805, 0.838)  0.25
H (0.316, -7.787, 1.612)  0.30
H (1.668, -5.614, 2.832)  0.31
C (-3.652, -3.160, 7.920)  -1.14
C (-2.829, -3.739, 6.754)  -0.11
O (-1.639, -2.952, 6.665)  -0.51
H (-4.659, -3.578, 7.912)  0.35
H (-3.886, -2.096, 7.955)  0.33
H (-3.205, -3.386, 8.887)  0.27
H (-3.501, -3.619, 5.905)  0.25
H (-2.653, -4.800, 6.934)  0.26
H (-1.132, -3.076, 5.859)  0.29
O (-0.157, 1.708, 6.895)  -0.65
H (-0.676, 2.194, 6.254)  0.33
H (-0.305, 0.788, 6.675)  0.31
O (3.262, 4.308, 4.590)  -0.64
H (2.369, 4.534, 4.329)  0.33
H (3.751, 4.272, 3.768)  0.32
O (3.594, -2.161, 3.638)  -0.64
H (3.804, -1.789, 4.495)  0.31
H (3.344, -1.407, 3.104)  0.33
O (-0.220, 7.210, -3.275)  -0.65
H (0.670, 6.885, -3.410)  0.32
H (-0.732, 6.430, -3.064)  0.34
O (-6.710, 7.218, 0.290)  -0.64
H (-6.840, 7.394, 1.222)  0.31
H (-6.953, 6.299, 0.183)  0.32
C (7.349, 0.909, -4.368)  -1.24
C (5.958, 0.295, -4.544)  0.60
C (5.796, -1.155, -4.035)  -1.34
O (5.118, 1.174, -3.771)  -0.54
H (8.100, 0.119, -4.345)  0.34
H (7.621, 1.353, -3.411)  0.35
H (7.491, 1.560, -5.231)  0.28
H (5.549, 0.377, -5.551)  0.20
H (6.123, -1.924, -4.735)  0.31
H (4.739, -1.371, -3.881)  0.41
H (6.433, -1.288, -3.160)  0.33
H (4.291, 0.737, -3.555)  0.28

Computed properties:
E (Ha): -1982.4040
Net charge: -1
Gap between HOMO and LUMO (hartree): 0.3901
HOMO level (Eh): -0.3103
ΔE to the lowest compared entry with this formula, charge and spin (kcal per mole): 8.5

[3]
The following is a DFT calculation (ωB97M-V/def2-TZVPD) of 9 unconnected molecules or ions with the total composition C9H36O9 at a distorted geometry.

Last column: Mulliken charge in e.
Positions of all 54 atoms, in Å:
C (1.491, 0.431, 0.509)  -0.47
O (0.288, 0.404, 1.217)  -0.67
H (1.653, 1.468, 0.107)  0.15
H (2.344, 0.253, 1.077)  0.49
H (1.473, -0.270, -0.296)  -0.07
H (-0.349, -0.016, 0.639)  0.39
C (3.661, -0.830, -2.587)  -0.56
O (3.228, 0.104, -3.549)  -0.57
H (3.702, -1.746, -3.143)  0.33
H (4.549, -0.562, -2.088)  0.29
H (2.919, -1.005, -1.830)  0.09
H (2.905, 0.912, -3.112)  0.46
C (-2.694, 0.244, 6.030)  -0.66
O (-2.339, 0.556, 4.665)  -0.51
H (-3.685, -0.131, 5.970)  0.26
H (-2.116, -0.572, 6.488)  0.26
H (-2.659, 1.100, 6.646)  0.28
H (-1.577, 0.101, 4.339)  0.51
C (0.238, -0.408, -5.959)  -0.59
O (0.487, 0.131, -4.635)  -0.45
H (-0.834, -0.663, -6.012)  0.21
H (0.406, 0.359, -6.757)  0.24
H (0.782, -1.394, -6.046)  0.25
H (1.387, 0.023, -4.282)  0.38
C (-1.451, 2.386, -1.433)  -0.58
O (-0.304, 3.150, -1.230)  -0.56
H (-2.042, 2.357, -0.510)  0.32
H (-2.039, 2.745, -2.268)  0.34
H (-1.280, 1.334, -1.690)  0.17
H (-0.631, 3.977, -0.818)  0.29
C (-0.909, -2.349, -1.027)  -0.64
O (-1.430, -1.279, -0.192)  -0.58
H (-0.958, -2.053, -2.076)  0.20
H (0.178, -2.498, -0.752)  0.19
H (-1.508, -3.203, -0.824)  0.35
H (-1.921, -1.674, 0.572)  0.52
C (0.776, -1.386, 4.283)  -0.74
O (-0.402, -0.905, 3.552)  -0.70
H (1.308, -2.188, 3.724)  0.28
H (1.448, -0.583, 4.645)  0.29
H (0.338, -1.901, 5.158)  0.27
H (-0.083, -0.421, 2.742)  0.55
C (2.995, 3.150, -2.436)  -0.75
O (2.102, 2.136, -2.281)  -0.37
H (2.652, 3.826, -3.188)  0.29
H (3.213, 3.589, -1.505)  0.31
H (3.961, 2.695, -2.713)  0.30
H (1.191, 2.406, -2.163)  0.24
C (-3.787, -1.930, 2.535)  -0.71
O (-2.536, -2.177, 1.904)  -0.56
H (-4.519, -2.399, 1.907)  0.32
H (-3.801, -2.470, 3.482)  0.25
H (-3.978, -0.920, 2.750)  0.31
H (-1.842, -1.904, 2.463)  0.39

Computed properties:
E (Ha): -1041.4915
Net charge: 0
Gap between HOMO and LUMO (hartree): 0.3817
HOMO level (Eh): -0.3580
ΔE to the lowest compared entry with this formula, charge and spin (kcal per mole): 112.5
SMILES: CO.CO.CO.CO.CO.CO.CO.CO.CO

[4]
The following is a DFT calculation (ωB97M-V/def2-TZVPD) of 9 unconnected molecules or ions with the total composition C9H36O9 at a distorted geometry.

Last column: Mulliken charge in e.
Positions of all 54 atoms, in Å:
C (3.718, -1.796, -0.019)  -0.48
O (3.827, -1.673, 1.374)  -0.52
H (3.507, -2.837, -0.290)  0.38
H (2.892, -1.243, -0.487)  0.04
H (4.593, -1.500, -0.597)  0.30
H (3.274, -2.314, 1.820)  0.29
C (4.261, 1.677, 0.282)  -0.40
O (2.981, 2.179, -0.158)  -0.47
H (4.777, 1.291, -0.598)  0.13
H (4.870, 2.482, 0.692)  0.38
H (4.066, 0.914, 1.031)  0.11
H (2.995, 3.138, -0.173)  0.26
C (3.721, 1.603, -3.405)  -0.79
O (2.903, 0.728, -2.640)  -0.49
H (4.786, 1.574, -3.152)  0.27
H (3.612, 1.355, -4.459)  0.32
H (3.380, 2.631, -3.244)  0.32
H (2.756, 1.165, -1.783)  0.30
C (-3.969, -2.122, 1.890)  -0.24
O (-5.117, -2.511, 1.138)  -0.51
H (-3.461, -1.269, 1.446)  -0.14
H (-4.245, -1.734, 2.879)  0.34
H (-3.329, -2.991, 2.044)  0.28
H (-5.730, -2.919, 1.753)  0.29
C (-2.872, 1.904, 2.196)  -0.64
O (-2.693, 1.781, 0.785)  -0.38
H (-2.257, 2.721, 2.585)  0.32
H (-3.929, 2.115, 2.380)  0.27
H (-2.573, 1.054, 2.809)  0.23
H (-2.507, 2.658, 0.446)  0.24
C (0.894, -1.985, 3.633)  -0.58
O (-0.488, -1.811, 3.426)  -0.56
H (1.387, -1.006, 3.536)  0.28
H (1.159, -2.307, 4.641)  0.34
H (1.330, -2.708, 2.934)  0.17
H (-0.622, -1.450, 2.538)  0.33
C (-4.487, 0.215, -1.416)  -0.22
O (-5.133, -0.687, -2.296)  -0.58
H (-4.293, 1.126, -1.973)  0.28
H (-5.091, 0.360, -0.516)  0.23
H (-3.528, -0.180, -1.064)  -0.01
H (-5.355, -1.511, -1.859)  0.29
C (0.241, -0.441, 0.214)  -0.30
O (-1.017, -0.533, 0.886)  -0.40
H (0.669, 0.572, 0.206)  0.39
H (0.961, -0.997, 0.817)  -0.15
H (0.175, -0.726, -0.839)  0.31
H (-1.496, 0.254, 0.583)  0.11
C (-0.219, 1.181, -3.313)  -0.39
O (0.482, 0.003, -3.628)  -0.56
H (-0.385, 1.269, -2.233)  0.06
H (0.342, 2.056, -3.663)  0.23
H (-1.174, 1.167, -3.835)  0.26
H (1.413, 0.076, -3.325)  0.47

Computed properties:
E (Ha): -1041.4867
Net charge: 0
Gap between HOMO and LUMO (hartree): 0.3604
HOMO level (Eh): -0.3547
ΔE to the lowest compared entry with this formula, charge and spin (kcal per mole): 115.5
SMILES: CO.CO.CO.CO.CO.CO.CO.CO.CO